Here is a cluster of 13 separate species, C56H85N13 in total from the Open Molecules 2025 dataset. Energies are from wB97M-V/def2-TZVPD.

```
154
Properties=species:S:1:pos:R:3
N 3.628 4.469 -1.847
C 3.682 3.194 -2.373
C 2.610 2.954 -3.252
C 1.849 4.088 -3.224
C 2.526 5.035 -2.404
H 4.213 4.866 -1.125
H 4.470 2.531 -2.049
H 2.352 2.034 -3.757
H 0.969 4.261 -3.827
H 2.356 6.072 -2.155
N -0.277 -7.012 5.061
C 1.072 -6.687 4.903
C 1.140 -5.766 3.863
C -0.149 -5.659 3.306
C -0.971 -6.478 4.039
H -0.649 -7.539 5.838
H 1.719 -7.088 5.670
H 2.020 -5.288 3.460
H -0.405 -4.918 2.563
H -2.034 -6.664 4.000
N -3.981 1.503 1.966
C -3.599 2.839 1.843
C -2.936 3.256 3.011
C -2.848 2.081 3.826
C -3.578 1.120 3.212
H -4.393 1.046 1.165
H -3.825 3.346 0.917
H -2.542 4.235 3.238
H -2.384 1.980 4.795
H -3.701 0.073 3.444
N 2.214 0.301 0.851
C 2.920 -0.608 1.538
C 4.109 -0.077 1.920
C 4.232 1.108 1.198
C 3.003 1.344 0.539
H 1.239 0.180 0.619
H 2.397 -1.480 1.902
H 4.749 -0.537 2.658
H 5.111 1.736 1.223
H 2.603 2.193 0.006
N -2.586 7.112 -0.639
C -1.946 8.309 -0.839
C -0.569 7.975 -0.886
C -0.428 6.653 -0.513
C -1.697 6.124 -0.358
H -3.585 7.052 -0.507
H -2.485 9.224 -1.036
H 0.285 8.617 -1.043
H 0.500 6.102 -0.494
H -2.135 5.239 0.079
N -3.215 4.317 -4.013
C -4.527 4.106 -4.250
C -4.913 2.978 -3.592
C -3.869 2.647 -2.706
C -2.828 3.438 -3.041
H -2.642 5.065 -4.377
H -5.091 4.775 -4.883
H -5.827 2.402 -3.577
H -3.869 1.875 -1.951
H -1.847 3.489 -2.592
N -2.808 0.348 -4.225
C -3.851 -0.497 -3.988
C -3.510 -1.742 -4.417
C -2.399 -1.578 -5.268
C -1.894 -0.254 -5.026
H -2.889 1.326 -3.987
H -4.661 -0.210 -3.334
H -4.197 -2.575 -4.384
H -1.967 -2.318 -5.924
H -1.084 0.224 -5.556
N -6.649 0.106 0.964
C -6.205 -1.135 1.336
C -5.137 -1.502 0.533
C -4.940 -0.500 -0.403
C -5.864 0.493 -0.100
H -7.521 0.564 1.190
H -6.675 -1.630 2.174
H -4.532 -2.395 0.590
H -4.121 -0.627 -1.095
H -6.091 1.435 -0.577
N 3.001 -4.238 -0.769
C 3.721 -4.818 0.241
C 2.948 -5.688 0.984
C 1.770 -5.839 0.134
C 1.862 -4.949 -0.927
H 3.421 -3.662 -1.484
H 4.718 -4.463 0.460
H 3.195 -6.165 1.921
H 1.029 -6.585 0.378
H 1.231 -4.780 -1.787
N 3.436 0.956 -6.897
C 2.710 0.424 -7.955
C 2.076 -0.719 -7.460
C 2.280 -0.731 -6.100
C 3.167 0.237 -5.722
H 3.943 1.826 -6.974
H 2.731 0.962 -8.891
H 1.459 -1.394 -8.035
H 1.879 -1.517 -5.478
H 3.612 0.485 -4.769
N 5.001 -0.994 -1.042
C 5.859 -2.046 -1.017
C 5.922 -2.526 -2.283
C 5.084 -1.797 -3.111
C 4.692 -0.740 -2.313
H 4.801 -0.438 -0.222
H 6.326 -2.363 -0.096
H 6.524 -3.342 -2.653
H 4.958 -1.825 -4.183
H 4.149 0.166 -2.540
C 1.536 0.920 4.194
C 0.721 -0.438 4.323
N 0.763 -1.154 5.585
C -0.050 -0.482 6.571
C 0.829 -0.323 7.865
C 0.231 -2.551 5.418
C 0.365 -3.505 6.619
H 1.634 1.232 3.154
H 2.555 0.832 4.569
H 1.062 1.689 4.806
H -0.311 -0.330 3.991
H 1.094 -1.032 3.489
H -0.431 0.486 6.246
H -0.958 -0.963 6.934
H 1.395 -1.214 8.137
H 1.603 0.426 7.697
H 0.318 0.039 8.757
H 0.476 -2.994 4.453
H -0.829 -2.491 5.169
H -0.305 -4.361 6.544
H 0.037 -2.885 7.454
H 1.411 -3.787 6.735
C 1.404 -1.323 -2.141
C 0.399 -0.209 -1.815
N -0.285 -0.330 -0.492
C -1.026 -1.590 -0.383
C -1.381 -1.937 1.065
C -1.268 0.762 -0.240
C -0.603 2.176 -0.290
H 2.102 -1.427 -1.311
H 1.947 -1.142 -3.069
H 0.893 -2.258 -2.369
H 0.904 0.752 -1.902
H -0.325 -0.146 -2.627
H -1.984 -1.528 -0.899
H -0.524 -2.468 -0.789
H -0.518 -1.986 1.730
H -2.097 -1.264 1.536
H -1.867 -2.912 1.090
H -1.649 0.780 0.781
H -2.112 0.777 -0.930
H -0.195 2.387 -1.278
H 0.223 2.314 0.408
H -1.333 2.945 -0.038
```

**2S+1**: 2
**Net charge**: +1
**E_tot**: -2896.155982 a.u.
**HOMO level (alpha / beta)**: -9.48 / -9.48 eV

Here are the Löwdin charges for atoms 1 to 4, given in e:
1. N 0.099
2. C -0.024
3. C -0.028
4. C -0.012

Here is a structure of composition C22H24F6IrN6O11S3 from the Open Molecules 2025 dataset. Energies are from wB97M-V/def2-TZVPD.

```
73
Properties=species:S:1:pos:R:3
Ir -0.074 0.373 -0.532
O -2.008 0.089 -0.921
C -2.761 -0.653 -0.224
C -2.498 -1.284 1.000
C -3.518 -2.099 1.550
C -3.332 -2.639 2.782
C -2.177 -2.384 3.537
C -1.184 -1.581 3.034
C -1.319 -1.032 1.751
O -0.357 -0.254 1.315
N -4.388 -3.505 3.350
O -4.204 -3.922 4.469
O -5.346 -3.726 2.645
H -3.758 -0.770 -0.653
H -4.434 -2.297 1.008
H -2.094 -2.826 4.521
H -0.290 -1.359 3.601
F 3.546 2.927 0.720
C 3.719 1.942 1.590
F 4.631 1.098 1.135
F 4.062 2.416 2.763
S 2.128 1.012 1.761
O 1.874 0.644 0.326
O 2.339 -0.069 2.651
N 1.151 2.117 2.273
S -0.179 2.597 1.651
O -1.368 2.298 2.361
O -0.229 2.294 0.157
C 0.016 4.439 1.555
F -0.995 4.900 0.829
F -0.026 4.925 2.771
F 1.161 4.727 0.968
C 0.252 -4.242 -0.755
O 1.305 -3.422 -1.343
C 1.130 -2.146 -1.416
O 0.056 -1.595 -1.043
N 2.157 -1.479 -1.946
N 2.043 -0.103 -2.114
H 0.597 -5.260 -0.883
H -0.679 -4.075 -1.288
H 0.157 -3.994 0.299
H 3.013 -1.971 -2.170
H 2.032 0.133 -3.102
H 2.786 0.388 -1.627
C -3.303 3.462 -6.400
C -4.044 2.283 -5.785
C -3.906 2.204 -4.273
N -2.503 1.919 -3.903
C -1.845 2.154 -2.792
S -0.241 1.397 -2.709
N -2.262 2.912 -1.788
C -3.342 3.907 -1.676
O -4.138 3.742 -0.802
C -3.253 5.067 -2.579
C -2.065 5.414 -3.222
C -2.019 6.554 -4.006
C -3.159 7.332 -4.163
C -4.345 6.985 -3.525
C -4.393 5.861 -2.722
H -3.461 3.494 -7.477
H -2.226 3.405 -6.229
H -3.657 4.405 -5.981
H -3.715 1.338 -6.229
H -5.111 2.358 -6.002
H -4.513 1.390 -3.869
H -4.229 3.134 -3.820
H -2.020 1.303 -4.544
H -1.738 2.806 -0.926
H -1.169 4.822 -3.086
H -1.096 6.841 -4.491
H -3.121 8.220 -4.780
H -5.226 7.601 -3.645
H -5.300 5.587 -2.198
```

**2S+1**: 2
**Net charge**: +2
**E_tot**: -3906.328352 a.u.
**HOMO level (alpha / beta)**: -14.38 / -14.38 eV
**Relative energy (zero: lowest compared OMol25 entry of this formula, charge and spin)**: 0.0 kJ/mol

Here are the Löwdin charges for atoms 1 to 4, given in e:
1. Ir 1.488
2. O -0.178
3. C -0.065
4. C -0.100

Here is a structure of composition H7Na3O4 from the Open Molecules 2025 dataset. Energies are from wB97M-V/def2-TZVPD.

```
14
Properties=species:S:1:pos:R:3
Na 0.380 -2.658 1.052
Na 1.432 0.493 2.356
Na 2.613 -0.743 -1.282
O 0.683 -0.270 0.339
H 0.990 0.453 -0.242
O -0.560 -0.123 -1.981
H 0.040 -0.047 -2.723
H 0.011 -0.180 -1.215
O -1.731 -1.223 1.399
H -2.322 -1.159 0.649
H -0.987 -0.668 1.167
O -0.211 2.243 -0.173
H 0.107 1.348 -0.054
H -0.443 2.535 0.708
```

**Net charge**: +2
**E_tot**: -791.524285 a.u.
**HOMO level**: -17.73 eV
**Relative energy (zero: lowest compared OMol25 entry of this formula, charge and spin)**: 155.3 kJ/mol

Here are the Löwdin charges for atoms 1 to 4, given in e:
1. Na 0.814
2. Na 0.856
3. Na 0.879
4. O -0.453

Here is a structure of composition C12H17BBeN6O2 from the Open Molecules 2025 dataset. Energies are from wB97M-V/def2-TZVPD.

```
39
Properties=species:S:1:pos:R:3
C -0.036 0.525 2.734
N 0.154 0.798 1.420
N 0.124 2.163 1.288
C -0.050 2.745 2.487
C -0.182 1.731 3.429
B 0.271 2.841 -0.099
N 1.458 2.135 -0.785
N 1.538 0.755 -0.779
C 2.708 0.437 -1.377
C 3.346 1.602 -1.803
C 2.542 2.652 -1.382
Be 0.302 -0.310 0.058
N -1.025 2.490 -0.897
N -1.259 1.163 -1.085
C -2.444 1.047 -1.685
C -2.952 2.339 -1.977
C -2.015 3.233 -1.453
H -2.901 0.082 -1.867
H -1.980 4.320 -1.451
H -3.874 2.575 -2.475
H 0.449 4.020 -0.006
H 2.592 3.730 -1.466
H -0.102 3.824 2.557
H 4.268 1.682 -2.352
H -0.392 1.853 4.469
H 3.036 -0.588 -1.468
H -0.062 -0.482 3.121
H 0.269 -1.733 -1.901
C 0.989 -2.039 -1.121
H 1.944 -2.314 -1.603
H 1.230 -1.236 -0.335
H 0.627 -2.911 -0.562
C -2.026 -3.215 0.925
C -0.959 -2.178 1.110
O 0.002 -2.380 1.890
O -1.071 -1.136 0.307
H -2.005 -3.884 1.787
H -1.787 -3.785 0.012
H -3.003 -2.738 0.799
```

**Net charge**: +2
**E_tot**: -985.500334 a.u.
**HOMO level (alpha / beta)**: -15.57 / -15.56 eV
**Relative energy (zero: lowest compared OMol25 entry of this formula, charge and spin)**: 80.6 kJ/mol

Here are the Löwdin charges for atoms 1 to 4, given in e:
1. C 0.054
2. N 0.139
3. N 0.071
4. C 0.092

Here is a cluster of 2 separate species, C5H13NO in total from the Open Molecules 2025 dataset. Energies are from wB97M-V/def2-TZVPD.

```
20
Properties=species:S:1:pos:R:3
C 0.425 2.158 0.964
C -0.031 1.180 1.971
N 0.900 0.377 2.588
O -1.218 1.046 2.207
H -0.050 3.137 1.108
H 0.064 2.029 -0.056
H 1.487 2.444 0.970
H 0.627 -0.309 3.268
H 1.760 0.129 2.127
C -1.400 -1.377 -2.071
C -0.029 -1.002 -2.526
C 1.109 -2.035 -2.410
H -1.651 -2.423 -2.358
H -2.162 -0.877 -2.685
H -1.674 -1.311 -1.017
H -0.059 -0.700 -3.590
H 0.298 -0.021 -2.145
H 0.803 -3.028 -2.084
H 1.524 -2.139 -3.422
H 1.896 -1.783 -1.697
```

**Net charge**: 0
**Structure (SMILES)**: CC(N)=O.CCC
**E_tot**: -328.291850 a.u.
**HOMO level**: -9.80 eV
**Relative energy (zero: lowest compared OMol25 entry of this formula, charge and spin)**: 70.9 kJ/mol

Here are the Löwdin charges for atoms 1 to 4, given in e:
1. C -0.027
2. C -0.596
3. N 0.143
4. O 0.037

Here is a cluster of 6 separate species, C25H47BNO19P in total from the Open Molecules 2025 dataset. Energies are from wB97M-V/def2-TZVPD.

```
94
Properties=species:S:1:pos:R:3
C 0.341 -2.506 0.171
O 1.066 -3.470 -0.593
B 0.617 -3.773 -1.841
O 0.580 -5.078 -2.222
P -0.050 -2.342 -3.044
C -1.821 -3.146 -3.185
C -2.946 -2.173 -3.455
O -3.103 -1.385 -2.255
C -4.180 -0.563 -2.149
C -4.617 0.217 -3.371
O -4.723 -0.445 -1.083
C 1.666 -1.502 -2.962
C 1.908 -0.157 -2.692
C 3.224 0.280 -2.602
C 4.242 -0.646 -2.785
C 3.907 -1.965 -3.066
N 2.650 -2.383 -3.149
H 0.199 -1.573 -0.386
H -0.635 -2.907 0.451
H 0.924 -2.279 1.063
H 0.514 -5.202 -3.173
H -0.656 -1.125 -2.611
H 0.149 -2.528 -4.436
H -2.042 -3.666 -2.242
H -1.806 -3.915 -3.969
H -3.888 -2.694 -3.659
H -2.723 -1.532 -4.317
H -4.754 1.252 -3.055
H -3.899 0.192 -4.188
H -5.580 -0.167 -3.715
H 1.077 0.530 -2.555
H 3.483 1.310 -2.382
H 5.284 -0.360 -2.711
H 4.685 -2.706 -3.221
C 5.258 6.687 -4.138
O 4.696 5.535 -3.501
C 4.571 5.647 -2.179
O 4.886 6.604 -1.520
O 4.031 4.522 -1.712
C 3.847 4.509 -0.291
H 5.294 6.446 -5.196
H 4.631 7.560 -3.971
H 6.259 6.883 -3.761
H 3.177 5.307 0.021
H 4.803 4.614 0.217
H 3.409 3.542 -0.059
C -1.842 1.905 -1.534
O -0.887 2.587 -2.356
C -0.991 3.917 -2.312
O -1.802 4.536 -1.676
O -0.049 4.440 -3.093
C -0.095 5.868 -3.191
H -1.674 0.844 -1.698
H -1.691 2.148 -0.484
H -2.855 2.176 -1.822
H 0.030 6.328 -2.213
H -1.039 6.186 -3.630
H 0.730 6.142 -3.842
C 4.418 -3.537 2.544
O 4.317 -3.270 3.947
C 4.127 -1.986 4.245
O 4.029 -1.085 3.451
O 4.054 -1.868 5.569
C 3.852 -0.528 6.030
H 4.555 -4.610 2.453
H 3.505 -3.240 2.032
H 5.270 -3.015 2.113
H 2.922 -0.120 5.637
H 4.682 0.111 5.735
H 3.797 -0.589 7.112
C -0.967 3.662 8.149
O -1.459 2.911 7.033
C -0.561 2.102 6.478
O 0.582 1.965 6.835
O -1.139 1.466 5.461
C -0.269 0.562 4.774
H -1.805 4.265 8.486
H -0.639 2.994 8.943
H -0.140 4.300 7.846
H 0.089 -0.210 5.453
H 0.580 1.097 4.350
H -0.862 0.115 3.982
C -6.389 -7.150 0.965
O -6.083 -5.931 1.646
C -6.225 -4.834 0.897
O -6.577 -4.817 -0.255
O -5.911 -3.778 1.637
C -6.024 -2.520 0.953
H -6.229 -7.939 1.694
H -7.424 -7.152 0.629
H -5.730 -7.288 0.110
H -7.054 -2.351 0.643
H -5.368 -2.490 0.089
H -5.718 -1.765 1.669
```

**Net charge**: 0
**Structure (SMILES)**: COB(O)[PH2](CCOC(C)=O)c1ccccn1.COC(=O)OC.COC(=O)OC.COC(=O)OC.COC(=O)OC.COC(=O)OC
**E_tot**: -2831.359277 a.u.
**HOMO level**: -8.08 eV

Here are the Löwdin charges for atoms 1 to 4, given in e:
1. C -0.057
2. O 0.012
3. B -0.738
4. O 0.164

Here is a cluster of 2 separate species, C6H15N2 in total from the Open Molecules 2025 dataset. Energies are from wB97M-V/def2-TZVPD.

```
23
Properties=species:S:1:pos:R:3
C 1.188 -0.984 1.540
C 0.121 -2.002 1.509
C -0.202 2.908 -0.342
C 1.020 -1.717 -0.802
C 0.068 1.476 -0.738
C -0.998 0.521 -0.108
N -2.034 0.058 -0.820
N 0.366 -1.129 0.352
H 1.137 -0.036 2.164
H 2.055 -1.506 1.537
H 0.613 -3.015 1.418
H -0.916 -1.919 1.972
H -1.131 3.008 -0.933
H 0.444 3.489 -0.848
H -0.286 3.332 0.714
H 1.383 -2.628 -0.488
H 0.377 -1.777 -1.647
H 1.835 -1.109 -1.047
H 1.138 1.240 -0.492
H -0.048 1.396 -1.841
H -1.209 0.648 0.886
H -2.092 0.103 -1.772
H -2.828 -0.360 -0.216
```

**2S+1**: 3
**Net charge**: +1
**E_tot**: -346.598515 a.u.
**HOMO level (alpha / beta)**: -9.43 / -14.58 eV
**Relative energy (zero: lowest compared OMol25 entry of this formula, charge and spin)**: 385.0 kJ/mol

Here are the Löwdin charges for atoms 1 to 4, given in e:
1. C -0.062
2. C -0.048
3. C -0.108
4. C 0.011

Here is a structure of composition C9H13AsN2O5S4SeTc from the Open Molecules 2025 dataset. Energies are from wB97M-V/def2-TZVPD.

```
36
Properties=species:S:1:pos:R:3
Tc -0.366 -0.691 -0.463
O 1.440 -1.999 -4.036
C 0.904 -1.934 -2.873
O 0.545 -0.867 -2.343
C 0.784 -3.261 -2.173
O 0.030 -3.098 -0.975
C -1.269 -3.723 -0.942
C -2.277 -2.605 -1.116
O -3.417 -2.650 -0.515
O -1.905 -1.564 -1.690
H 1.546 -1.137 -4.484
H 1.793 -3.602 -1.921
H 0.347 -3.996 -2.850
H -1.400 -4.185 0.035
H -1.380 -4.488 -1.713
S -5.319 -1.256 1.697
As -3.653 -1.157 0.639
S -1.546 -1.337 1.397
S -1.438 1.152 -0.656
S -3.390 0.794 -0.649
C 1.624 3.268 -0.801
N 1.323 3.080 0.624
C 1.205 4.114 1.522
C 1.038 3.564 2.750
N 1.063 2.200 2.592
C 0.949 1.218 3.680
C 1.225 1.924 1.294
Se 1.511 0.153 0.621
H 2.634 3.658 -0.909
H 0.912 3.974 -1.225
H 1.547 2.317 -1.322
H 1.259 5.145 1.214
H 0.910 4.025 3.715
H 0.923 1.756 4.623
H 1.818 0.562 3.678
H 0.030 0.646 3.574
```

**Net charge**: +3
**E_tot**: -7146.207604 a.u.
**HOMO level (alpha / beta)**: -18.71 / -18.71 eV
**Relative energy (zero: lowest compared OMol25 entry of this formula, charge and spin)**: 0.0 kJ/mol

Here are the Löwdin charges for atoms 1 to 4, given in e:
1. Tc 0.662
2. O 0.269
3. C -0.415
4. O -0.094